Here is C4H9NOS in the gas phase in a non-equilibrium geometry from OMol25. Energies are from ωB97M-V/def2-TZVPD.

- Lowest unoccupied orbital energy: 0.02886 Ha
- Gap between HOMO and LUMO: 0.3589 hartree
- Electronic energy: -685.8533 Ha
- Energy above the lowest of the compared OMol25 structures with the same formula, charge and spin: 103.9 kcal/mol

Each line ends with the natural charge from an NBO analysis.
Geometry (Å):
C1 -1.203 1.093 -0.259  -0.110
C2 -2.094 -0.141 -0.070  -0.244
C3 2.107 0.224 -0.608  -0.799
C4 -1.636 -1.281 -0.581  -0.376
N1 1.795 -0.353 1.909  -1.079
O1 -0.178 1.068 0.666  -0.707
S1 0.920 -0.391 0.632  1.252
H1 -1.830 1.977 0.089  0.195
H2 -0.948 1.195 -1.376  0.156
H3 -2.509 0.024 0.932  0.209
H4 2.740 0.873 0.032  0.257
H5 2.677 -0.621 -1.001  0.240
H6 1.637 0.871 -1.302  0.232
H7 -0.861 -1.253 -1.383  0.193
H8 -2.130 -2.268 -0.292  0.212
H9 1.512 -1.014 2.611  0.370

---

Here is a molecular structure, C33H24AuN4P2S2Se2 from OMol25. Energies are from ωB97M-V/def2-TZVPD.

- Lowest unoccupied orbital energy (alpha / beta): -0.10215 / -0.21343 Ha
- Spin multiplicity: 3
- Gap between HOMO and LUMO (alpha / beta): 0.2525 / 0.1533 hartree
- Electronic energy: -7908.3893 Ha
- Expectation value of S²: 2.0105
- Total charge: +1
- Energy above the lowest of the compared OMol25 structures with the same formula, charge and spin: 4.7 kcal/mol

Each line ends with the natural charge from an NBO analysis.
Geometry (Å):
Au1 3.814 1.186 -0.444  0.924
S1 6.278 1.649 -0.590  -0.111
C1 5.632 3.230 -0.439  -0.107
N1 4.331 3.336 -0.343  -0.612
C2 3.898 4.660 -0.221  0.194
C3 2.586 5.111 -0.100  -0.244
C4 2.367 6.472 0.012  -0.199
C5 3.426 7.380 0.005  -0.210
C6 4.731 6.942 -0.116  -0.193
C7 4.955 5.574 -0.229  -0.252
S2 6.475 4.733 -0.393  0.455
H1 1.781 4.390 -0.099  0.245
H2 1.353 6.843 0.107  0.219
H3 3.225 8.440 0.097  0.224
H4 5.556 7.643 -0.123  0.228
Se1 -1.994 -1.487 -2.704  0.099
P1 -2.065 -0.345 -0.852  1.259
C8 -3.321 0.917 -1.147  -0.319
C9 -4.585 0.349 -1.385  -0.216
C10 -5.672 1.163 -1.646  -0.196
C11 -5.508 2.543 -1.669  -0.158
C12 -4.261 3.101 -1.427  -0.202
C13 -3.156 2.301 -1.175  -0.184
C14 -2.718 -1.294 0.533  -0.345
C15 -3.256 -2.568 0.382  -0.220
C16 -3.785 -3.223 1.487  -0.206
C17 -3.788 -2.597 2.726  -0.175
C18 -3.266 -1.315 2.868  -0.186
C19 -2.730 -0.659 1.774  -0.209
C20 -0.450 0.321 -0.479  -0.322
C21 0.870 -0.136 -0.359  -0.252
N2 1.613 0.991 -0.301  -0.364
N3 0.831 2.054 -0.360  -0.060
N4 -0.411 1.677 -0.482  -0.267
P2 1.800 -1.680 -0.243  1.275
Se2 3.868 -1.308 -0.756  -0.363
C22 1.693 -2.339 1.447  -0.437
C23 0.469 -2.659 2.040  -0.123
C24 0.433 -3.181 3.323  -0.227
C25 1.610 -3.378 4.031  -0.156
C26 2.825 -3.043 3.457  -0.202
C27 2.870 -2.527 2.169  -0.158
C28 1.077 -2.866 -1.414  -0.312
C29 -0.148 -3.481 -1.142  -0.236
C30 -0.690 -4.398 -2.037  -0.195
C31 -0.018 -4.700 -3.213  -0.185
C32 1.196 -4.091 -3.488  -0.182
C33 1.747 -3.179 -2.592  -0.190
H5 -4.719 -0.726 -1.349  0.225
H6 -6.643 0.721 -1.828  0.231
H7 -6.356 3.182 -1.877  0.231
H8 -4.139 4.177 -1.439  0.232
H9 -2.188 2.738 -0.999  0.272
H10 -3.283 -3.037 -0.594  0.232
H11 -4.202 -4.217 1.378  0.234
H12 -4.210 -3.105 3.584  0.234
H13 -3.278 -0.827 3.835  0.235
H14 -2.323 0.342 1.881  0.238
H15 -0.463 -2.490 1.524  0.191
H16 -0.520 -3.431 3.770  0.224
H17 1.577 -3.788 5.033  0.228
H18 3.745 -3.180 4.008  0.232
H19 3.822 -2.275 1.728  0.245
H20 -0.658 -3.297 -0.210  0.222
H21 -1.632 -4.882 -1.809  0.229
H22 -0.436 -5.420 -3.907  0.235
H23 1.727 -4.326 -4.401  0.236
H24 2.693 -2.711 -2.818  0.250

---

Here is 2 unconnected molecules or ions with the total composition C2HNOS2 in a non-equilibrium geometry from OMol25. Energies are from ωB97M-V/def2-TZVPD.

- Lowest unoccupied orbital energy: -0.04469 Ha
- Gap between HOMO and LUMO: 0.2991 hartree
- Electronic energy: -1003.0674 Ha
- Energy above the lowest of the compared OMol25 structures with the same formula, charge and spin: 48.9 kcal/mol

Each line ends with the natural charge from an NBO analysis.
Geometry (Å):
C1 0.561 1.502 -0.087  0.855
C2 -3.120 0.719 1.442  -0.381
N1 0.108 0.446 -0.380  -0.791
O1 0.878 2.593 0.158  -0.526
S1 -2.696 1.401 2.947  0.187
S2 -3.292 2.371 1.068  0.194
H1 0.198 -0.441 -0.956  0.462

---

Here is 2 unconnected molecules or ions with the total composition ClH2O in a non-equilibrium geometry from OMol25. Energies are from ωB97M-V/def2-TZVPD.

- Lowest unoccupied orbital energy: 0.15551 Ha
- Gap between HOMO and LUMO: 0.2914 hartree
- Electronic energy: -536.7067 Ha
- Total charge: -1
- Energy above the lowest of the compared OMol25 structures with the same formula, charge and spin: 5.8 kcal/mol

Each line ends with the natural charge from an NBO analysis.
Geometry (Å):
O1 -1.014 -0.429 0.480  -0.970
H1 -0.256 0.011 0.033  0.511
H2 -0.715 -1.355 0.623  0.454
Cl1 1.985 1.773 -1.136  -0.996

---

Here is 2 unconnected molecules or ions with the total composition C4H4O2 in a non-equilibrium geometry from OMol25. Energies are from ωB97M-V/def2-TZVPD.

- Lowest unoccupied orbital energy (alpha / beta): -0.06200 / -0.01097 Ha
- Gap between HOMO and LUMO (alpha / beta): 0.2659 / 0.3313 hartree
- Electronic energy: -305.0076 Ha
- Energy above the lowest of the compared OMol25 structures with the same formula, charge and spin: 170.6 kcal/mol

Each line ends with the natural charge from an NBO analysis.
Geometry (Å):
C1 2.783 -0.394 0.139  0.404
C2 2.480 0.758 -0.736  -0.031
C3 1.785 0.477 0.797  0.253
C4 -0.877 -0.324 0.481  -0.474
O1 3.365 -1.437 0.154  -0.475
O2 2.126 1.679 0.304  -0.430
H1 1.940 0.933 -1.662  0.217
H2 -1.070 -0.718 -0.582  0.182
H3 -0.998 0.689 0.716  0.177
H4 -0.626 -1.033 1.216  0.178

---

Here is 2 unconnected molecules or ions with the total composition C4H9S from OMol25. Energies are from ωB97M-V/def2-TZVPD.

- Lowest unoccupied orbital energy: 0.13773 Ha
- Gap between HOMO and LUMO: 0.2144 hartree
- Electronic energy: -555.9768 Ha
- Total charge: -1
- Energy above the lowest of the compared OMol25 structures with the same formula, charge and spin: 17.3 kcal/mol

Each line ends with the natural charge from an NBO analysis.
Geometry (Å):
C1 2.444 0.506 0.116  -0.751
S1 2.160 2.279 -0.078  -0.732
H1 2.274 0.216 1.158  0.168
H2 3.441 0.245 -0.228  0.177
H3 1.746 -0.103 -0.465  0.162
C2 -1.256 -1.490 0.009  -0.647
C3 -1.794 -0.114 -0.259  -0.226
C4 -1.204 1.028 0.065  -0.368
H4 -2.089 -2.182 0.121  0.191
H5 -0.631 -1.534 0.898  0.216
H6 -0.610 -1.849 -0.796  0.213
H7 -2.724 -0.096 -0.833  0.170
H8 -1.539 2.012 -0.240  0.194
H9 -0.218 1.082 0.531  0.233

---

- Which value of electronic energy does entry 1 give?
  -685.8533 Ha